(1)
86
Properties=species:S:1:pos:R:3:mulliken_charge:R:1 method="wB97M-V/def2-TZVPD" gap_ha="0.1783 / 0.1735" de_lowest_kcal_mol=40.5 spin_multiplicity=6
Mn -0.87040 -0.58887 -0.60459 0.415
C -1.26973 2.33079 -3.84786 -0.565
C -1.22060 1.11158 -3.18922 -0.250
N -1.40574 1.04918 -1.87527 -0.160
C -1.65144 2.18849 -1.20832 0.216
C -1.68650 3.39868 -1.89237 -0.185
N -1.49353 3.47393 -3.20248 -0.612
C -1.84199 2.02943 0.25630 -0.215
C -2.21106 3.02526 1.11871 -0.450
C -2.35829 2.70030 2.50669 1.249
C -2.17126 1.39287 2.88703 -0.450
C -1.82223 0.40590 1.94781 -0.349
N -1.62363 0.76255 0.64704 0.397
C -1.65036 -0.98578 2.18046 0.364
C -1.63320 -1.60666 3.44868 -0.046
N -1.42690 -2.88643 3.62181 -0.720
C -1.25874 -3.63197 2.49922 -0.605
C -1.25936 -3.06255 1.24855 -0.229
N -1.42299 -1.74858 1.06416 -0.262
C -2.72399 3.74357 3.49022 0.848
C -3.16555 5.00678 3.09798 -0.461
C -3.49118 5.95360 4.05557 -0.407
N -3.41095 5.74910 5.36556 -0.651
C -2.98965 4.54368 5.74306 -0.392
C -2.64095 3.53221 4.86793 -0.499
H -1.11493 2.38617 -4.91788 0.412
H -1.02171 0.17425 -3.69255 0.415
H -1.85951 4.32784 -1.36526 0.425
H -2.37647 4.02555 0.75538 0.203
H -2.32864 1.09419 3.91270 0.350
H -1.77267 -1.00709 4.34171 0.430
H -1.11605 -4.69567 2.62711 0.416
H -1.11434 -3.65294 0.35191 0.336
H -3.28186 5.26755 2.05704 0.331
H -3.83817 6.93277 3.74544 0.369
H -2.92102 4.37606 6.81193 0.368
H -2.29229 2.59526 5.27686 0.317
N -3.41268 -7.64435 -7.24972 -0.503
C -3.10188 -6.84364 -6.48639 -0.008
C -2.71103 -5.84221 -5.53309 0.559
C -3.08594 -4.51365 -5.72383 -0.699
C -2.70240 -3.55335 -4.80897 -0.409
C -1.94193 -3.89267 -3.68380 0.301
C -1.57997 -5.23297 -3.50518 -0.384
C -1.95558 -6.19863 -4.41768 -0.701
C -1.54316 -2.89359 -2.74217 0.453
C -1.20849 -2.03967 -1.93413 -0.957
H -3.67425 -4.24302 -6.58972 0.431
H -2.99069 -2.52109 -4.95249 0.460
H -0.99765 -5.50553 -2.63557 0.436
H -1.67082 -7.23156 -4.27264 0.428
C 2.26105 3.91067 -3.33168 -0.958
C 3.29861 3.00962 -2.70745 -0.354
O 2.77477 1.67786 -2.56826 -0.339
P 2.27564 0.97169 -1.23858 0.400
O 1.17389 0.03568 -1.51705 -0.348
Te 1.73953 2.72160 0.36402 0.138
O 3.51582 0.15144 -0.67515 -0.228
C 4.80302 0.74496 -0.46248 -0.105
C 5.66036 -0.27327 0.25068 -1.240
H 2.68640 4.89995 -3.50172 0.427
H 1.38882 4.01660 -2.68716 0.068
H 1.93213 3.50539 -4.28739 0.290
H 3.62857 3.38459 -1.73417 0.337
H 4.17860 2.90946 -3.34382 0.376
H 4.68237 1.65204 0.13896 0.356
H 5.22830 1.01816 -1.43176 0.239
H 5.19771 -0.56265 1.19464 0.192
H 6.64326 0.14896 0.45860 0.428
H 5.78792 -1.16655 -0.35886 0.306
C 2.77232 -0.17700 4.45366 -1.034
N 2.51052 -0.92311 3.23168 0.361
C 3.02108 -2.16217 3.04189 -0.261
C 2.77898 -2.85970 1.91357 -1.333
C 1.92180 -2.23568 0.95176 0.466
N 1.37145 -1.05282 1.16068 0.993
C 1.68015 -0.34041 2.26488 -0.377
O 1.29248 0.81093 2.45726 -0.738
N 1.61337 -2.87763 -0.18344 0.014
H 3.63791 -0.61160 4.94861 0.370
H 1.90910 -0.21732 5.11786 0.289
H 2.96686 0.86241 4.20331 0.311
H 3.63418 -2.55000 3.84443 0.416
H 3.18822 -3.84595 1.76331 0.501
H 2.07877 -3.73301 -0.42549 0.244
H 1.08039 -2.39818 -0.90097 0.035

=====

(2)
81
Properties=species:S:1:pos:R:3:mulliken_charge:R:1 method="wB97M-V/def2-TZVPD" gap_ha="0.2213 / 0.2778" spin_multiplicity=3
Ti 0.97387 0.90745 0.40009 0.478
O -3.82829 3.49723 0.93459 -0.705
C -3.47920 3.74815 -0.33878 0.432
C -4.41549 4.38797 -1.15122 -0.588
C -4.11885 4.67294 -2.46955 -0.448
C -2.88435 4.32309 -3.01079 -0.810
C -1.96090 3.67671 -2.21292 -0.440
C -2.23399 3.38071 -0.87796 0.501
C -1.20916 2.66054 -0.09024 1.022
O -0.17754 2.20486 -0.68850 -0.815
N -1.41698 2.52785 1.20863 -1.192
N -0.38418 1.82342 1.80372 0.448
C -0.35692 1.82832 3.08600 -0.762
C 0.69365 1.22234 3.88880 0.922
C 0.53010 1.23888 5.27887 -0.782
C 1.47257 0.70800 6.13520 -0.758
C 2.62701 0.14600 5.59758 -0.569
C 2.82170 0.12251 4.23039 -0.299
C 1.87190 0.65599 3.34683 0.225
O 2.08808 0.59116 2.04127 -0.350
H -3.04282 3.08393 1.37412 0.544
H -5.36940 4.65600 -0.71611 0.437
H -4.85626 5.17692 -3.08253 0.379
H -2.65449 4.54849 -4.04362 0.428
H -1.00068 3.36920 -2.60591 0.378
H -1.15735 2.34432 3.61626 0.284
H -0.37284 1.68486 5.68082 0.382
H 1.31705 0.73010 7.20504 0.395
H 3.37866 -0.28059 6.25008 0.412
H 3.71198 -0.32933 3.80904 0.331
N 0.43763 -1.99878 2.60710 -0.261
C -0.75996 -2.54014 2.18562 0.418
C -1.41790 -3.44461 3.03439 -0.452
C -2.56637 -4.09072 2.63664 -0.666
C -3.09727 -3.86869 1.36953 -1.006
C -2.46402 -2.97289 0.53242 -0.252
C -1.31496 -2.27668 0.92040 0.275
P -0.52022 -1.12222 -0.25837 2.168
C 0.29265 -2.30884 -1.39264 0.478
C -0.35771 -2.96224 -2.43564 -0.100
C 0.32155 -3.88557 -3.21676 -0.720
C 1.65286 -4.17773 -2.95616 -0.628
C 2.30465 -3.54449 -1.90740 -0.612
C 1.62807 -2.61122 -1.13544 -0.378
C -1.92798 -0.43354 -1.19185 0.111
C -1.77302 -0.09097 -2.53542 -0.369
C -2.81157 0.52040 -3.22147 -1.080
C -3.99851 0.82499 -2.57071 -0.500
C -4.13996 0.52947 -1.22359 -1.022
C -3.11001 -0.09574 -0.53573 -0.485
H 0.78131 -1.18643 2.11756 -0.196
H 0.57056 -1.93844 3.60370 0.300
H -0.99364 -3.64079 4.01236 0.396
H -3.05011 -4.78256 3.31490 0.388
H -3.99088 -4.38413 1.04513 0.431
H -2.87834 -2.78761 -0.45091 0.309
H -1.39643 -2.74247 -2.64718 0.336
H -0.19226 -4.38090 -4.03070 0.430
H 2.17889 -4.90069 -3.56653 0.387
H 3.33907 -3.77996 -1.68900 0.469
H 2.14005 -2.11463 -0.31761 0.211
H -0.83465 -0.28609 -3.03881 0.382
H -2.68253 0.78283 -4.26387 0.404
H -4.79861 1.32174 -3.10410 0.419
H -5.04776 0.79848 -0.69913 0.360
H -3.22947 -0.31904 0.51758 0.517
C 6.20873 0.30977 -1.80876 -1.095
N 4.76781 0.22499 -1.80900 0.098
C 3.95551 0.29700 -3.00741 -0.414
C 2.54903 0.41297 -2.41979 -0.247
O 1.52661 0.39351 -3.05448 -0.500
N 2.66495 0.52799 -1.04602 0.462
C 3.96359 0.42903 -0.74611 0.160
N 4.40872 0.51168 0.50228 -0.168
H 6.58785 -0.19601 -2.69431 0.366
H 6.62355 -0.20552 -0.94254 0.363
H 6.56416 1.34394 -1.81583 0.331
H 4.04121 -0.59790 -3.62417 0.334
H 4.18421 1.17771 -3.61267 0.297
H 3.71172 0.55511 1.25783 -0.119
H 5.38236 0.39863 0.71349 0.187